DFT (ωB97M-V/def2-TZVPD) results for a single C4H8O3 molecule.

Summary:
- SMILES = COCC(=O)OC
- HOMO energy (Ha) = -0.3699
- spin multiplicity = 1
- energy relative to the best compared isomer or geometry (same formula, charge and spin) (eV) = 1.412
- Kohn-Sham gap (eV) = 10.93

XYZ file:
```
15
Properties=species:S:1:pos:R:3:nbo_charge:R:1
C -2.3921 0.4622 -0.2847 -0.26
O -1.9324 -0.8438 -0.0177 -0.51
C -0.7271 -0.8514 0.6784 -0.17
C 0.4542 -0.4080 -0.1788 0.76
O 0.4988 -0.4507 -1.3827 -0.58
O 1.4637 0.0175 0.5984 -0.51
C 2.6553 0.3793 -0.1035 -0.27
H -3.3471 0.3641 -0.8043 0.20
H -1.6925 1.0166 -0.9253 0.18
H -2.5470 1.0242 0.6499 0.16
H -0.7626 -0.2337 1.5890 0.19
H -0.5357 -1.8862 0.9850 0.22
H 3.1505 -0.5155 -0.4906 0.19
H 2.4219 1.0442 -0.9381 0.20
H 3.2921 0.8812 0.6250 0.20
```

---

DFT (ωB97M-V/def2-TZVPD) results for 7 unconnected molecules or ions with the total composition C6H28N2O6 in a non-equilibrium geometry.

Summary:
- SMILES = CCN(CC)CCN.O.O.O.O.O.O
- HOMO energy (Ha) = -0.3216
- spin multiplicity = 1
- energy relative to the best compared isomer or geometry (same formula, charge and spin) (eV) = 2.315
- Kohn-Sham gap (eV) = 8.98

XYZ file:
```
42
Properties=species:S:1:pos:R:3:nbo_charge:R:1
C -0.5830 2.7304 0.3474 -0.65
C -0.7855 1.6293 1.3983 -0.21
N -0.6311 0.2751 0.8863 -0.49
C -1.6039 -0.1725 -0.1562 -0.24
C -2.9572 0.5184 -0.1359 -0.63
C -0.4065 -0.6496 2.0158 -0.22
C 1.0935 -0.8566 2.2256 -0.22
N 1.6968 -1.5026 1.0605 -0.89
H -0.1306 2.5447 -0.6081 0.21
H -1.5842 3.0727 0.0400 0.20
H -0.1500 3.5923 0.8535 0.22
H -0.0499 1.6743 2.1924 0.19
H -1.7735 1.7991 1.8434 0.17
H -1.7995 -1.2370 -0.0676 0.22
H -1.0060 -0.0082 -1.0393 0.21
H -3.6544 0.0399 -0.8154 0.23
H -3.4103 0.3335 0.8391 0.20
H -2.9070 1.5970 -0.2600 0.20
H -0.8582 -0.2790 2.9313 0.19
H -0.8025 -1.6426 1.8016 0.20
H 1.6118 0.0577 2.5116 0.16
H 1.2075 -1.5536 3.0496 0.18
H 2.6970 -1.4865 0.9837 0.37
H 1.2153 -1.2044 0.2215 0.39
O -0.0187 3.4746 -3.0168 -0.95
H -0.5445 2.7918 -3.4563 0.48
H -0.5114 3.8114 -2.2640 0.47
O 1.0180 0.4768 -1.6749 -0.98
H 0.7725 1.0170 -0.9143 0.49
H 1.6513 0.9247 -2.2397 0.49
O 0.4812 -4.3140 0.8902 -0.97
H 0.5741 -3.4453 1.3045 0.49
H 1.3923 -4.6024 0.7812 0.48
O 4.4749 1.8664 0.6128 -0.94
H 4.4713 0.9058 0.5197 0.47
H 3.6413 2.0987 1.0333 0.47
O 0.6044 -0.9734 -4.2436 -0.95
H 0.6446 -1.2448 -3.3152 0.48
H 1.4743 -0.6770 -4.5278 0.47
O -1.8885 -3.7764 -0.6841 -0.95
H -1.0882 -3.3658 -1.0321 0.47
H -1.5775 -4.2396 0.1083 0.49
```

---

DFT (ωB97M-V/def2-TZVPD) results for 2 unconnected molecules or ions with the total composition C6H16N2 in a non-equilibrium geometry.

Summary:
- SMILES = C=NCC.CCNC
- HOMO energy (Ha) = -0.3260
- spin multiplicity = 1
- energy relative to the best compared isomer or geometry (same formula, charge and spin) (eV) = 1.861
- Kohn-Sham gap (eV) = 9.92

XYZ file:
```
24
Properties=species:S:1:pos:R:3:nbo_charge:R:1
C 0.4974 1.4458 -1.9775 -0.08
N 1.6147 1.1651 -1.4247 -0.38
C 2.3553 0.0722 -2.0269 -0.26
C 2.6647 -1.0410 -1.0378 -0.61
H 0.0902 0.9103 -2.8626 0.15
H -0.0391 2.2869 -1.5431 0.18
H 1.7794 -0.3450 -2.8432 0.16
H 3.2933 0.4989 -2.4312 0.20
H 3.2904 -1.9147 -1.4692 0.22
H 3.2552 -0.6143 -0.1738 0.22
H 1.6710 -1.4932 -0.6961 0.20
C -1.8000 -1.1652 -0.1104 -0.61
C -1.7817 0.1052 0.8214 -0.22
N -1.5686 -0.3160 2.2085 -0.62
C -1.4097 0.8070 3.1190 -0.41
H -1.9667 -0.7720 -1.1146 0.20
H -2.5948 -1.9066 0.1249 0.22
H -0.7876 -1.6113 -0.0873 0.19
H -2.7779 0.5708 0.7254 0.19
H -0.9954 0.7705 0.3852 0.17
H -0.7009 -0.8316 2.2859 0.35
H -1.1562 0.4332 4.1461 0.20
H -0.6011 1.5270 2.7844 0.16
H -2.3320 1.4178 3.1978 0.19
```

---

DFT (ωB97M-V/def2-TZVPD) results for a molecular structure, C6H10N2O in a non-equilibrium geometry.

Summary:
- HOMO energy (Ha) = -0.2986
- spin multiplicity = 1
- energy relative to the best compared isomer or geometry (same formula, charge and spin) (eV) = 9.697
- Kohn-Sham gap (eV) = 8.68

XYZ file:
```
19
Properties=species:S:1:pos:R:3:nbo_charge:R:1
C -0.5102 -0.6235 0.1575 -0.07
C -1.5477 0.2039 -0.6405 -0.43
C -0.9202 1.5836 -0.6437 -0.12
C 0.3415 1.9630 0.3080 -0.22
C 0.5806 -0.0704 -0.7089 -0.18
C 0.7426 -1.5353 -0.3234 0.20
H -0.4186 0.4111 2.1237 0.39
H -1.3107 -1.3707 1.8419 0.41
H -2.6129 0.1110 -0.2036 0.23
H -1.6792 -0.1301 -1.8494 0.22
H -1.1749 2.4231 -1.1974 0.21
H 0.3480 1.4449 1.2960 0.15
H 0.3453 3.0906 0.6504 0.22
H 0.3722 -0.2847 -1.7584 0.21
H 0.9633 -2.1818 -1.2866 0.19
H 0.8706 -1.2150 1.1942 0.49
N -0.5480 -0.7384 1.5820 -0.84
N 0.7335 1.3821 -0.8827 -0.36
O 1.3598 -1.9915 0.6749 -0.67
```

---

DFT (ωB97M-V/def2-TZVPD) results for a single C3H5N3 molecule.

Summary:
- SMILES = Cc1c[nH]nn1
- HOMO energy (Ha) = -0.3498
- spin multiplicity = 1
- energy relative to the best compared isomer or geometry (same formula, charge and spin) (eV) = 0.959
- Kohn-Sham gap (eV) = 10.40

XYZ file:
```
11
Properties=species:S:1:pos:R:3:nbo_charge:R:1
C 0.3680 1.6776 -0.1183 -0.64
C -0.0926 0.2555 -0.1358 0.06
C 0.3984 -0.8471 0.5181 -0.11
N -0.4164 -1.8509 0.1179 -0.33
N -1.3536 -1.4148 -0.7258 -0.06
N -1.1626 -0.1441 -0.8833 -0.25
H 1.1148 1.8650 -0.8976 0.22
H 0.8094 1.9407 0.8476 0.22
H -0.4819 2.3396 -0.3039 0.24
H 1.2207 -0.9966 1.2016 0.23
H -0.4041 -2.8247 0.3797 0.41
```

---

DFT (ωB97M-V/def2-TZVPD) results for a molecular structure, C5H7N in a non-equilibrium geometry.

Summary:
- HOMO energy (spin up / spin down) (Ha) = -0.2724 / -0.2725
- spin multiplicity = 1
- energy relative to the best compared isomer or geometry (same formula, charge and spin) (eV) = 4.544
- Kohn-Sham gap (spin up / spin down) (eV) = 8.19 / 8.19

XYZ file:
```
13
Properties=species:S:1:pos:R:3:nbo_charge:R:1
C -0.0550 -1.3678 0.0633 -0.50
C 0.8315 -0.5288 0.9786 -0.28
C -0.2017 -0.3826 -1.0949 0.07
N 0.3907 0.8369 -0.7738 -0.45
C -0.8767 1.3392 -0.4302 -0.31
C 0.9814 0.6981 0.4872 0.00
H -1.0528 -1.5810 0.4933 0.22
H 0.3605 -2.3621 -0.1772 0.23
H 1.2359 -0.8448 1.9247 0.22
H -0.5388 -0.6346 -2.0897 0.22
H -1.5020 0.8179 0.2763 0.17
H -1.0212 2.4214 -0.5124 0.20
H 1.4419 1.6023 0.8567 0.22
```

---

Q: energy relative to the best compared isomer or geometry (same formula, charge and spin) of number 4 (C6H10N2O)?
A: 9.697 eV